No. 1
{"formula": "C23H14AuClN3O4S", "method": "wB97M-V/def2-TZVPD", "energy_ev": -63791.2715, "charge": -1, "multiplicity": 1, "relative_energy_kcal_mol": 1.1, "orbital_gap_ev": 7.37, "elements": ["Au", "Cl", "C", "C", "C", "C", "O", "C", "C", "N", "C", "C", "C", "C", "C", "C", "C", "C", "N", "C", "C", "H", "H", "H", "H", "H", "H", "H", "H", "H", "H", "O", "C", "N", "S", "O", "O", "C", "C", "C", "C", "C", "C", "H", "H", "H", "H"], "xyz": [[1.46960, 0.30985, -0.55846], [0.67958, 4.14960, 5.82326], [0.75475, 3.48727, 4.20554], [1.23281, 4.26901, 3.15586], [1.28788, 3.74257, 1.88981], [0.87278, 2.41718, 1.58097], [0.90707, 2.06142, 0.34198], [0.39248, 1.63571, 2.68073], [-0.05731, 0.25054, 2.60324], [-0.05602, -0.46965, 1.55611], [-0.33183, -1.83537, 1.62576], [0.08357, -2.63832, 2.65935], [-0.07693, -4.03684, 2.60493], [-0.61610, -4.63594, 1.50550], [-1.03680, -3.84705, 0.40816], [-1.55112, -4.41022, -0.78370], [-1.91369, -3.58976, -1.80893], [-1.78286, -2.19219, -1.63510], [-1.32143, -1.63439, -0.55019], [-0.92248, -2.44117, 0.46695], [0.34563, 2.20029, 3.96477], [1.56021, 5.28369, 3.34409], [1.65674, 4.33682, 1.06389], [-0.41401, -0.15878, 3.56079], [0.61430, -2.19874, 3.49380], [0.27346, -4.63719, 3.43564], [-0.70836, -5.71423, 1.44416], [-1.63525, -5.48824, -0.86700], [-2.29004, -3.98108, -2.74506], [-2.05844, -1.52641, -2.44577], [-0.02519, 1.59538, 4.78423], [0.56697, -1.28360, -3.39370], [1.36613, -1.87386, -2.69085], [1.98634, -1.38966, -1.58134], [2.98434, -2.46272, -0.85307], [4.35720, -2.04520, -0.93080], [2.48293, -2.84642, 0.43941], [2.67786, -3.76120, -2.01372], [3.18608, -5.04453, -2.04452], [2.74908, -5.87606, -3.06785], [1.83662, -5.42229, -4.01869], [1.34126, -4.12613, -3.96891], [1.77757, -3.30039, -2.94841], [3.89050, -5.38844, -1.29902], [3.11942, -6.89187, -3.12765], [1.51254, -6.09331, -4.80447], [0.63194, -3.74955, -4.69433]], "nbo_charge": [0.65, -0.06, -0.10, -0.21, -0.28, 0.41, -0.77, -0.15, 0.13, -0.46, 0.24, -0.26, -0.20, -0.20, -0.09, -0.15, -0.27, 0.06, -0.39, 0.12, -0.20, 0.21, 0.22, 0.14, 0.21, 0.20, 0.20, 0.20, 0.21, 0.20, 0.21, -0.62, 0.65, -0.96, 2.31, -0.94, -0.94, -0.23, -0.21, -0.21, -0.22, -0.17, -0.15, 0.23, 0.21, 0.21, 0.23]}


No. 2
{"formula": "C23H14BrClHfN5OS", "method": "wB97M-V/def2-TZVPD", "energy_ev": -128283.4322, "charge": 1, "multiplicity": 1, "relative_energy_kcal_mol": 10.1, "orbital_gap_ev": 7.36, "elements": ["Hf", "Cl", "C", "C", "C", "C", "O", "C", "C", "N", "C", "C", "C", "C", "C", "C", "C", "C", "N", "C", "C", "H", "H", "H", "H", "H", "H", "H", "H", "H", "H", "N", "C", "C", "C", "C", "N", "C", "C", "H", "H", "H", "H", "S", "C", "N", "Br"], "xyz": [[-0.31173, 0.06711, 0.85907], [2.21412, -6.63711, 0.56633], [1.45729, -5.11319, 0.28061], [0.14281, -5.07166, -0.19210], [-0.47897, -3.86656, -0.42935], [0.17566, -2.66049, -0.16676], [-0.45451, -1.50615, -0.37870], [1.51388, -2.70425, 0.30418], [2.30938, -1.52030, 0.42573], [1.81724, -0.32427, 0.50944], [2.58622, 0.82822, 0.22602], [3.88785, 1.04368, 0.58201], [4.54106, 2.22123, 0.16408], [3.89451, 3.14818, -0.60267], [2.54088, 2.95646, -0.96631], [1.80149, 3.87414, -1.74434], [0.48868, 3.61751, -2.02751], [-0.10601, 2.46097, -1.50199], [0.54610, 1.57637, -0.77670], [1.87519, 1.79847, -0.52729], [2.14363, -3.94790, 0.50140], [-0.38058, -5.99998, -0.37673], [-1.49327, -3.83359, -0.80228], [3.39060, -1.64712, 0.37144], [4.41686, 0.32394, 1.19297], [5.56882, 2.38147, 0.45825], [4.40248, 4.04524, -0.93129], [2.28369, 4.77325, -2.10631], [-0.10516, 4.29477, -2.62327], [-1.15964, 2.27055, -1.67145], [3.16904, -3.98169, 0.84607], [-7.65223, 1.53297, -0.87426], [-6.55094, 1.33505, -0.62042], [-5.17461, 1.08665, -0.30361], [-4.41210, 0.24052, -1.10564], [-3.09348, 0.02635, -0.76530], [-2.51709, 0.61312, 0.29942], [-3.25813, 1.42735, 1.06848], [-4.58826, 1.68558, 0.80599], [-4.84128, -0.24384, -1.97022], [-2.46810, -0.64209, -1.34242], [-2.75648, 1.87842, 1.91420], [-5.15418, 2.34061, 1.45163], [0.56708, -3.12954, 3.98695], [-0.13370, -2.00828, 3.14433], [-0.65970, -1.14868, 2.49330], [0.01558, 2.13850, 2.35504]], "nbo_charge": [2.21, 0.05, -0.07, -0.15, -0.22, 0.38, -0.84, -0.23, 0.27, -0.63, 0.10, -0.18, -0.18, -0.16, -0.10, -0.07, -0.26, 0.12, -0.57, 0.25, -0.14, 0.24, 0.23, 0.21, 0.23, 0.24, 0.23, 0.24, 0.25, 0.21, 0.24, -0.19, 0.23, -0.06, -0.19, 0.07, -0.58, 0.09, -0.20, 0.26, 0.24, 0.25, 0.26, 0.04, 0.23, -0.88, -0.43]}


No. 3
{"formula": "C23H15Cl5N6PtSe", "method": "wB97M-V/def2-TZVPD", "energy_ev": -164240.1116, "s_squared": 2.007, "multiplicity": 3, "relative_energy_kcal_mol": 0.0, "orbital_gap_ev": [6.73, 6.71], "elements": ["Pt", "C", "N", "C", "C", "N", "C", "C", "C", "C", "C", "C", "N", "C", "N", "C", "C", "C", "C", "C", "C", "N", "H", "H", "H", "H", "H", "H", "H", "H", "H", "H", "H", "H", "H", "H", "H", "Cl", "C", "C", "C", "Cl", "C", "Cl", "C", "Cl", "C", "Cl", "Se", "C", "N"], "xyz": [[-0.23696, -0.56745, -0.16428], [-0.63829, 1.68586, 2.21478], [-1.59028, 1.26703, 1.17725], [-1.97919, 2.27437, 0.20534], [-0.94490, 2.37751, -0.87545], [-0.08821, 1.43726, -1.15266], [0.68798, 1.88506, -2.20568], [1.75187, 1.27965, -2.86564], [2.35807, 1.99809, -3.87641], [1.92147, 3.28353, -4.22594], [0.86781, 3.89532, -3.57410], [0.26005, 3.17423, -2.55498], [-0.78073, 3.45714, -1.68425], [0.46329, 0.67723, 2.34919], [1.33554, 0.44471, 1.39428], [2.17559, -0.54689, 1.89216], [3.27178, -1.17085, 1.30295], [3.90483, -2.15847, 2.02876], [3.47548, -2.51661, 3.31378], [2.40925, -1.88658, 3.92325], [1.77230, -0.89250, 3.19121], [0.69050, -0.07423, 3.45829], [-1.13487, 1.83386, 3.17672], [-0.18544, 2.63136, 1.91467], [-2.39526, 0.80794, 1.57551], [-2.13736, 3.26295, 0.65578], [-2.92109, 1.96285, -0.25151], [2.05881, 0.28014, -2.58575], [3.19049, 1.56097, -4.41143], [2.42156, 3.80678, -5.03012], [0.53673, 4.88833, -3.85033], [-1.32124, 4.30319, -1.66585], [3.59349, -0.89312, 0.30954], [4.74047, -2.68417, 1.58750], [3.98770, -3.31395, 3.83555], [2.07962, -2.16257, 4.91713], [0.10525, -0.11310, 4.27433], [-1.04331, -2.95249, 1.64280], [-2.31837, -2.58445, 0.51629], [-2.06754, -1.55289, -0.38423], [-3.07665, -1.28218, -1.30286], [-2.82470, -0.00646, -2.44748], [-4.27368, -1.99473, -1.33208], [-5.48965, -1.62112, -2.48981], [-4.48133, -3.01987, -0.41131], [-5.94509, -3.92364, -0.44017], [-3.49547, -3.31817, 0.52863], [-3.74143, -4.57229, 1.67808], [2.16663, -4.35733, -0.94990], [1.61928, -2.71457, -1.10123], [1.26518, -1.59468, -1.23035]], "lowdin_spin": [1.34, 0.01, 0.08, 0.00, 0.01, 0.10, 0.01, 0.00, 0.00, 0.00, 0.00, 0.00, 0.00, 0.01, 0.02, 0.00, 0.00, 0.00, 0.00, 0.00, 0.00, 0.01, 0.00, 0.00, 0.00, 0.00, 0.00, 0.00, 0.00, 0.00, 0.00, 0.00, 0.00, 0.00, 0.00, 0.00, 0.00, 0.06, 0.03, 0.10, 0.02, 0.00, 0.00, 0.00, 0.00, 0.00, 0.00, 0.01, 0.06, 0.04, 0.07]}


No. 4
{"formula": "C23H15F10I2N4O2V", "method": "wB97M-V/def2-TZVPD", "energy_ev": -103213.4013, "s_squared": 2.017, "multiplicity": 3, "relative_energy_kcal_mol": 0.0, "orbital_gap_ev": [6.01, 6.30], "elements": ["V", "C", "N", "C", "C", "N", "C", "C", "F", "C", "F", "C", "F", "C", "F", "C", "F", "C", "C", "N", "C", "C", "F", "C", "F", "C", "F", "C", "F", "C", "F", "H", "H", "H", "H", "H", "H", "H", "H", "H", "H", "H", "O", "C", "O", "C", "C", "C", "C", "C", "N", "H", "H", "H", "H", "I", "I"], "xyz": [[0.19807, -0.41285, 0.28827], [-0.67876, 2.49455, 0.58904], [0.41586, 1.60177, 1.00921], [0.53979, 1.57824, 2.50314], [0.43429, 0.15206, 3.06348], [-0.38312, -0.60934, 2.12451], [-1.12958, -1.70712, 2.51990], [-2.19187, -2.07749, 1.69191], [-2.42427, -1.32276, 0.59869], [-3.00985, -3.15751, 1.93116], [-4.01150, -3.44715, 1.10287], [-2.79168, -3.93577, 3.05415], [-3.57024, -4.98837, 3.30818], [-1.75315, -3.60720, 3.89956], [-1.51766, -4.35494, 4.97797], [-0.93637, -2.52166, 3.62884], [0.08569, -2.29192, 4.47131], [1.66702, 1.96982, 0.31464], [2.72797, 0.88377, 0.46168], [2.07935, -0.43981, 0.46640], [2.88764, -1.58841, 0.37458], [4.25707, -1.62980, 0.11488], [4.98793, -0.51082, -0.03862], [4.95814, -2.81878, -0.00490], [6.26516, -2.78266, -0.26259], [4.32028, -4.03071, 0.13733], [4.98927, -5.17603, 0.01977], [2.96823, -4.03301, 0.41597], [2.32191, -5.18594, 0.57479], [2.29454, -2.83947, 0.53733], [0.98342, -2.89946, 0.82728], [-0.45278, 3.53434, 0.84770], [-1.59007, 2.18480, 1.09686], [-0.81892, 2.40129, -0.48662], [-0.26930, 2.18787, 2.90127], [1.48069, 2.05116, 2.79114], [-0.01758, 0.17386, 4.05678], [1.43212, -0.28441, 3.17123], [2.06314, 2.92192, 0.68520], [1.40947, 2.08951, -0.73940], [3.31088, 1.02614, 1.37769], [3.41590, 0.99913, -0.37276], [1.58869, -1.55315, -2.60913], [0.53789, -1.03409, -2.33992], [-0.21379, -1.30616, -1.26054], [-0.09262, -0.00788, -3.24254], [-0.22279, -0.25592, -4.59893], [-0.84720, 0.70207, -5.37833], [-1.28396, 1.87431, -4.78109], [-1.07547, 2.03974, -3.42117], [-0.50339, 1.11424, -2.65286], [0.16016, -1.17775, -5.01425], [-0.98992, 0.53905, -6.43901], [-1.77642, 2.64962, -5.35175], [-1.39394, 2.94886, -2.92180], [-3.83276, -0.82581, -2.55835], [-4.21858, 1.33220, -1.08097]], "lowdin_spin": [1.91, 0.01, 0.01, 0.00, 0.00, 0.01, 0.01, 0.00, 0.01, 0.00, 0.00, 0.00, 0.00, 0.00, 0.00, 0.00, 0.00, 0.01, 0.01, -0.03, 0.00, 0.00, 0.00, 0.00, 0.00, 0.00, 0.00, 0.00, 0.00, 0.00, 0.01, 0.00, 0.00, 0.00, 0.00, 0.00, 0.00, 0.00, 0.00, 0.00, 0.00, 0.00, 0.01, 0.01, 0.01, 0.00, 0.00, 0.00, 0.00, 0.00, 0.01, 0.00, 0.00, 0.00, 0.00, 0.00, 0.00]}